1.
Entry from the Open Molecules 2025 dataset: an isolated molecule of C20H18Cl2N4O2S in a non-equilibrium geometry (ωB97M-V/def2-TZVPD).

Frontier orbital gap in Ha: 0.3277

Geometry as ORCA input:
```
! RIJCOSX wB97M-V def2-TZVPD def2/J DEFGRID3
* xyz 0 1
O -0.50 4.06 1.92
Cl 1.66 -3.87 -1.14
Cl 4.09 -1.65 -5.52
N -3.19 0.65 3.54
N 1.11 1.37 -0.65
O 2.34 -2.51 2.88
S -4.35 1.91 3.51
C -1.00 2.97 1.62
C -2.07 1.05 2.98
C -2.13 2.39 2.39
C -3.34 3.00 2.58
C 0.61 2.45 -0.15
C 3.00 -2.61 -3.21
C 1.44 -0.39 3.30
C -0.07 -2.10 2.57
C 0.35 0.54 3.33
C -1.17 -1.19 2.59
C 2.21 -1.22 -1.35
C 3.17 -0.20 -3.35
C 2.36 -2.50 -1.96
C 3.38 -1.46 -3.91
C 1.25 -1.68 2.87
C -0.94 0.13 2.99
C 2.59 -0.06 -2.07
N 1.19 3.69 -0.29
N -0.48 2.20 0.60
C 2.20 -3.89 2.57
C -3.77 4.33 1.99
C 2.34 1.29 -1.41
H 3.03 -3.62 -3.64
H 2.45 -0.03 3.49
H -0.31 -3.11 2.30
H 0.51 1.58 3.64
H -2.19 -1.42 2.24
H 1.78 -1.18 -0.34
H 3.41 0.66 -3.95
H 0.85 4.33 0.43
H 2.18 3.68 -0.47
H -0.82 1.27 0.44
H 1.52 -4.40 3.24
H 3.15 -4.38 2.61
H 1.79 -3.98 1.56
H -2.92 4.86 1.54
H -4.20 4.94 2.79
H -4.50 4.18 1.17
H 3.21 1.45 -0.73
H 2.39 2.10 -2.16
*
```

***

2.
Entry from the Open Molecules 2025 dataset: an isolated molecule of C20H18Cl2N4O3S in a non-equilibrium geometry (ωB97M-V/def2-TZVPD).

Frontier orbital gap in Ha: 0.2884

Geometry as ORCA input:
```
! RIJCOSX wB97M-V def2-TZVPD def2/J DEFGRID3
* xyz 0 1
N 2.09 -4.97 1.28
O -0.94 -3.11 1.57
O -3.41 1.78 -3.09
O -1.88 3.38 -2.02
Cl -0.81 1.68 -7.22
Cl 2.03 4.52 -4.59
C 1.79 -3.88 1.50
N 2.01 -0.92 3.33
C -0.05 -2.34 1.16
C 1.46 -2.08 3.04
C 1.66 0.21 6.92
C 1.01 -0.90 7.42
C 2.03 0.29 5.56
C -1.55 -1.55 -0.63
C 0.13 0.02 0.22
C 0.71 -1.99 6.59
C -2.03 -0.56 -1.52
C -0.36 1.00 -0.66
C 1.73 -0.80 4.71
C -0.46 -1.30 0.20
C 1.11 -1.93 5.22
C -1.40 0.70 -1.55
N 0.98 -2.76 4.16
N -0.98 1.83 -3.97
C 1.40 -2.49 1.65
C -1.96 0.94 -6.07
C 0.33 3.91 -4.37
C -1.21 0.64 -4.80
C 0.35 2.43 -3.96
S -2.04 2.04 -2.63
H 1.88 1.04 7.58
H 0.80 -0.93 8.50
H 2.53 1.15 5.16
H -2.02 -2.53 -0.64
H 0.89 0.35 0.93
H 0.27 -2.89 6.96
H -2.91 -0.75 -2.14
H 0.08 1.99 -0.60
H 0.44 -3.63 4.19
H 2.04 -1.97 0.96
H -2.82 1.58 -5.91
H -2.30 0.02 -6.54
H -0.17 3.98 -5.37
H -0.24 4.55 -3.64
H -1.74 -0.12 -4.22
H -0.27 0.19 -5.08
H 1.01 1.91 -4.65
H 0.79 2.29 -2.95
*
```

***

Repeat the first record exactly.
Entry from the Open Molecules 2025 dataset: an isolated molecule of C20H18Cl2N4O2S in a non-equilibrium geometry (ωB97M-V/def2-TZVPD).

Frontier orbital gap in Ha: 0.3277

Geometry as ORCA input:
```
! RIJCOSX wB97M-V def2-TZVPD def2/J DEFGRID3
* xyz 0 1
O -0.50 4.06 1.92
Cl 1.66 -3.87 -1.14
Cl 4.09 -1.65 -5.52
N -3.19 0.65 3.54
N 1.11 1.37 -0.65
O 2.34 -2.51 2.88
S -4.35 1.91 3.51
C -1.00 2.97 1.62
C -2.07 1.05 2.98
C -2.13 2.39 2.39
C -3.34 3.00 2.58
C 0.61 2.45 -0.15
C 3.00 -2.61 -3.21
C 1.44 -0.39 3.30
C -0.07 -2.10 2.57
C 0.35 0.54 3.33
C -1.17 -1.19 2.59
C 2.21 -1.22 -1.35
C 3.17 -0.20 -3.35
C 2.36 -2.50 -1.96
C 3.38 -1.46 -3.91
C 1.25 -1.68 2.87
C -0.94 0.13 2.99
C 2.59 -0.06 -2.07
N 1.19 3.69 -0.29
N -0.48 2.20 0.60
C 2.20 -3.89 2.57
C -3.77 4.33 1.99
C 2.34 1.29 -1.41
H 3.03 -3.62 -3.64
H 2.45 -0.03 3.49
H -0.31 -3.11 2.30
H 0.51 1.58 3.64
H -2.19 -1.42 2.24
H 1.78 -1.18 -0.34
H 3.41 0.66 -3.95
H 0.85 4.33 0.43
H 2.18 3.68 -0.47
H -0.82 1.27 0.44
H 1.52 -4.40 3.24
H 3.15 -4.38 2.61
H 1.79 -3.98 1.56
H -2.92 4.86 1.54
H -4.20 4.94 2.79
H -4.50 4.18 1.17
H 3.21 1.45 -0.73
H 2.39 2.10 -2.16
*
```

***

Copy entry 2 word for word.
Entry from the Open Molecules 2025 dataset: an isolated molecule of C20H18Cl2N4O3S in a non-equilibrium geometry (ωB97M-V/def2-TZVPD).

Frontier orbital gap in Ha: 0.2884

Geometry as ORCA input:
```
! RIJCOSX wB97M-V def2-TZVPD def2/J DEFGRID3
* xyz 0 1
N 2.09 -4.97 1.28
O -0.94 -3.11 1.57
O -3.41 1.78 -3.09
O -1.88 3.38 -2.02
Cl -0.81 1.68 -7.22
Cl 2.03 4.52 -4.59
C 1.79 -3.88 1.50
N 2.01 -0.92 3.33
C -0.05 -2.34 1.16
C 1.46 -2.08 3.04
C 1.66 0.21 6.92
C 1.01 -0.90 7.42
C 2.03 0.29 5.56
C -1.55 -1.55 -0.63
C 0.13 0.02 0.22
C 0.71 -1.99 6.59
C -2.03 -0.56 -1.52
C -0.36 1.00 -0.66
C 1.73 -0.80 4.71
C -0.46 -1.30 0.20
C 1.11 -1.93 5.22
C -1.40 0.70 -1.55
N 0.98 -2.76 4.16
N -0.98 1.83 -3.97
C 1.40 -2.49 1.65
C -1.96 0.94 -6.07
C 0.33 3.91 -4.37
C -1.21 0.64 -4.80
C 0.35 2.43 -3.96
S -2.04 2.04 -2.63
H 1.88 1.04 7.58
H 0.80 -0.93 8.50
H 2.53 1.15 5.16
H -2.02 -2.53 -0.64
H 0.89 0.35 0.93
H 0.27 -2.89 6.96
H -2.91 -0.75 -2.14
H 0.08 1.99 -0.60
H 0.44 -3.63 4.19
H 2.04 -1.97 0.96
H -2.82 1.58 -5.91
H -2.30 0.02 -6.54
H -0.17 3.98 -5.37
H -0.24 4.55 -3.64
H -1.74 -0.12 -4.22
H -0.27 0.19 -5.08
H 1.01 1.91 -4.65
H 0.79 2.29 -2.95
*
```

***

Which formula does entry 2 have? C20H18Cl2N4O3S

***

Number 2 is which compound? C20H18Cl2N4O3S